The following is a DFT calculation (ωB97M-V/def2-TZVPD) of 7 unconnected molecules or ions with the total composition CH15O7.

Atoms and positions in Å:
C (1.61, 0.50, 2.32)
O (1.85, 1.29, 1.21)
H (1.38, 1.08, 3.20)
H (2.45, -0.26, 2.54)
H (0.88, -0.30, 2.13)
H (1.11, 0.54, -2.45)
H (0.46, -0.73, -2.00)
O (1.14, -0.41, -2.63)
H (-3.68, -0.37, -2.16)
H (-2.58, -1.36, -1.59)
O (-3.51, -1.27, -1.86)
H (-2.21, 0.03, 0.64)
H (-3.70, 0.22, 0.77)
O (-2.89, 0.27, 1.29)
H (-0.36, -1.30, -0.04)
H (-0.77, 0.23, -0.48)
O (-0.93, -0.87, -0.68)
H (3.76, -0.90, 0.45)
H (2.86, -0.39, -0.65)
O (3.70, -0.84, -0.51)
H (1.01, 1.42, 0.68)
H (-1.19, 1.90, 0.15)
O (-0.40, 1.51, -0.31)

Values from the calculation:
LUMO	3.4	eV
E_HOMO	-5.96	eV
Kohn-Sham gap	9.4	eV
net charge	-1

Results of the natural (NBO) charge analysis, in e, for atoms 1 through 8: C -0.23; O -0.79; H 0.15; H 0.13; H 0.16; H 0.47; H 0.50; O -0.99

---

The following is a DFT calculation (ωB97M-V/def2-TZVPD) of a molecular structure, CH16MnO14P.

Atoms and positions in Å:
O (-2.83, 19.92, -14.74)
H (-3.75, 19.65, -14.58)
H (-2.74, 20.22, -15.70)
H (-2.29, 19.03, -14.68)
O (-4.67, 17.17, -17.28)
H (-5.47, 17.69, -17.42)
H (-3.90, 17.55, -17.80)
H (-4.38, 17.01, -16.29)
Mn (-1.03, 17.45, -16.64)
C (-2.24, 19.43, -17.69)
O (-1.16, 19.55, -17.03)
O (-2.61, 18.25, -17.98)
O (-3.11, 20.40, -17.55)
P (-2.59, 16.23, -14.90)
O (-2.17, 15.84, -16.37)
O (-2.16, 15.19, -13.89)
O (-4.06, 16.64, -14.94)
O (-1.78, 17.60, -14.82)
O (-3.57, 23.01, -16.64)
H (-4.50, 22.83, -16.48)
H (-3.20, 22.16, -16.94)
O (-5.43, 19.40, -18.99)
H (-6.17, 19.58, -18.41)
H (-4.68, 19.89, -18.58)
O (-3.14, 21.87, -20.18)
H (-2.49, 22.33, -19.64)
H (-3.42, 21.13, -19.62)
O (-0.41, 22.20, -16.14)
H (0.39, 21.80, -15.80)
H (-0.76, 21.55, -16.77)
O (-3.13, 18.17, -21.00)
H (-3.32, 18.39, -20.08)
H (-2.18, 18.03, -21.02)

Values from the calculation:
2S+1	6
LUMO (alpha / beta)	2.0 / 1.7	eV
E_HOMO (alpha / beta)	-5.33 / -5.50	eV
Kohn-Sham gap (alpha / beta)	7.3 / 7.2	eV
net charge	-1

Results of the natural (NBO) charge analysis, in e, for atoms 1 through 8: O -0.82; H 0.53; H 0.56; H 0.56; O -0.84; H 0.51; H 0.54; H 0.53

---

The following is a DFT calculation (ωB97M-V/def2-TZVPD) of 7 unconnected molecules or ions with the total composition CH16NO6.

Atoms and positions in Å:
C (1.47, 1.79, -0.76)
N (0.61, 2.06, 0.14)
H (1.65, 2.51, -1.56)
H (1.84, 0.78, -0.64)
H (0.39, 1.36, 0.85)
H (-0.14, 2.73, 0.28)
H (-0.99, -0.83, 3.01)
H (-2.33, -1.16, 2.26)
O (-1.42, -0.92, 2.15)
H (-2.01, -0.97, -1.77)
H (-1.49, -0.54, -2.99)
O (-1.63, -0.14, -2.11)
H (1.79, -0.68, 1.52)
H (2.33, 0.30, 2.61)
O (1.98, 0.28, 1.72)
H (-2.61, 1.91, 0.21)
H (-1.87, 1.26, -1.04)
O (-1.81, 1.92, -0.32)
H (0.49, -1.75, 1.62)
H (0.29, -2.23, 0.21)
O (0.99, -1.97, 0.81)
H (0.67, -2.99, -1.84)
H (1.13, -1.70, -2.35)
O (0.36, -2.07, -1.91)

Values from the calculation:
LUMO	-3.9	eV
E_HOMO	-14.81	eV
Kohn-Sham gap	11.0	eV
net charge	+1

Results of the natural (NBO) charge analysis, in e, for atoms 1 through 8: C 0.12; N -0.56; H 0.23; H 0.24; H 0.46; H 0.47; H 0.48; H 0.49

---

The following is a DFT calculation (ωB97M-V/def2-TZVPD) of 7 unconnected molecules or ions with the total composition CH16O6.

Atoms and positions in Å:
C (1.00, 0.25, -1.91)
H (0.31, 1.07, -2.16)
H (1.98, 0.49, -2.28)
H (0.43, -0.54, -2.41)
H (1.02, -0.04, -0.86)
O (-2.64, 0.07, -0.51)
H (-3.52, -0.09, -0.07)
H (-2.01, -0.30, 0.18)
O (1.89, 2.40, 0.52)
H (2.31, 3.19, 0.18)
H (1.13, 2.28, -0.11)
O (2.76, -0.70, 1.64)
H (3.55, -0.39, 2.14)
H (2.43, 0.11, 1.24)
O (-2.10, -4.29, 0.99)
H (-1.27, -4.77, 1.14)
H (-1.84, -3.37, 1.21)
O (-1.35, 2.66, -1.28)
H (-1.67, 1.74, -1.47)
H (-2.21, 3.13, -1.13)
O (-0.45, -1.02, 1.76)
H (0.22, -0.55, 2.24)
H (0.03, -1.34, 0.99)

Values from the calculation:
SMILES string	C.O.O.O.O.O.O
LUMO	0.3	eV
E_HOMO	-11.29	eV
Kohn-Sham gap	11.6	eV

Results of the natural (NBO) charge analysis, in e, for atoms 1 through 8: C -0.87; H 0.22; H 0.22; H 0.22; H 0.20; O -0.97; H 0.48; H 0.49

---

The following is a DFT calculation (ωB97M-V/def2-TZVPD) of a molecular structure, CH17MnO11.

Atoms and positions in Å:
Mn (-1.09, -2.34, -0.85)
C (-0.02, -0.72, 0.86)
O (-1.24, -0.82, 0.74)
O (0.52, 0.35, 1.43)
O (0.65, -1.66, 0.47)
H (-0.09, 1.08, 1.61)
O (3.21, -0.30, 1.15)
H (3.49, -1.20, 1.00)
H (2.31, -0.38, 1.42)
O (-0.24, 1.46, -1.34)
H (-0.10, 2.27, -1.81)
H (0.62, 1.37, -0.93)
O (2.32, 1.02, -1.03)
H (2.64, 0.44, -0.35)
H (2.75, 1.83, -0.79)
O (-2.07, -0.60, -1.81)
H (-1.65, 0.24, -1.57)
H (-2.99, -0.37, -1.89)
O (-0.02, 3.60, 0.83)
H (0.12, 4.54, 0.75)
H (-0.92, 3.49, 1.12)
O (-2.23, 1.73, 0.48)
H (-2.25, 0.83, 0.81)
H (-1.46, 1.84, -0.04)
O (2.92, -2.96, -0.10)
H (2.08, -2.87, 0.44)
H (2.65, -2.44, -0.81)
O (-2.92, -3.15, 0.20)
H (-3.38, -3.79, -0.33)
H (-3.60, -2.52, 0.33)

Values from the calculation:
2S+1	6
LUMO (alpha / beta)	-5.6 / -5.7	eV
E_HOMO (alpha / beta)	-13.93 / -13.93	eV
Kohn-Sham gap (alpha / beta)	8.4 / 8.3	eV
net charge	+1

Results of the natural (NBO) charge analysis, in e, for atoms 1 through 8: Mn 1.73; C 0.99; O -0.83; O -0.69; O -0.84; H 0.54; O -0.95; H 0.50

---

E_tot for the records above, in order: -573.82621; -2593.69413; -553.62121; -499.11399; -2026.76107 Eh
ΔE to the lowest compared entry with this formula, charge and spin for the records above, in order: 100.9; 0.0; 160.9; 99.6; 0.0 kJ/mol
Maximum force for the records above, in order: 0.0530; 0.0887; 0.0320; 0.0436; 0.0755 Eh/bohr